Computed, not measured: 9 unconnected molecules or ions with the total composition C42H75NO18 at a distorted geometry, with ωB97M-V/def2-TZVPD.

XYZ file:
```
136
Properties=species:S:1:pos:R:3
C -1.2740 6.0147 -0.8622
C -1.2074 5.3938 -2.0602
N -0.9936 3.9915 -2.2762
C 0.2485 3.4530 -1.6292
C 0.0039 2.2738 -0.7084
C -0.2393 2.5249 0.6449
C -0.5025 1.4667 1.5053
C -0.5276 0.1751 0.9885
C -0.2618 -0.0915 -0.3479
C 0.0143 0.9718 -1.2020
C -2.1907 3.2724 -1.9589
O -2.9420 3.5070 -1.0606
O -2.4586 2.2771 -2.8167
H -0.5137 5.9676 -0.0889
H -2.1385 6.6440 -0.6681
H -1.3468 5.9879 -2.9615
H 0.7771 4.2097 -1.0528
H 0.9131 3.1067 -2.4224
H -0.2187 3.5507 0.9929
H -0.6911 1.6806 2.5525
H -0.7548 -0.6492 1.6549
H -0.2785 -1.0971 -0.7402
H 0.2315 0.8197 -2.2536
H -1.6572 2.0405 -3.3013
C 4.6588 -1.0780 -4.4007
C 4.1486 -2.1362 -3.4484
O 2.8887 -1.7625 -2.8693
C 1.7131 -1.9909 -3.4694
C 1.6824 -2.3990 -4.9191
O 0.6990 -1.7934 -2.8472
H 3.9913 -0.9451 -5.2531
H 5.6453 -1.3432 -4.7795
H 4.7318 -0.1174 -3.8940
H 4.0835 -3.1199 -3.9164
H 4.8253 -2.2393 -2.6015
H 1.6004 -1.5097 -5.5401
H 0.8011 -3.0195 -5.0730
H 2.5464 -2.9763 -5.2383
C -4.0883 4.7340 1.9034
C -4.0099 3.2290 2.0291
O -3.8825 2.8206 3.4021
C -4.9232 2.6383 4.2232
C -6.2905 3.1289 3.8144
O -4.7161 2.1474 5.3039
H -4.9730 5.1367 2.4010
H -4.1186 5.0165 0.8536
H -3.2143 5.1933 2.3679
H -4.8541 2.7280 1.5540
H -3.1125 2.8632 1.5370
H -6.4248 4.1427 4.1894
H -7.0330 2.4815 4.2743
H -6.4609 3.1159 2.7409
C 0.2773 0.0181 7.5151
C 0.8379 1.4070 7.3399
O 0.9511 1.7566 5.9504
C -0.0814 2.2664 5.2632
C -1.4616 2.2238 5.8688
O 0.1090 2.6740 4.1443
H -0.7344 -0.0609 7.1197
H 0.2615 -0.2593 8.5606
H 0.8950 -0.7003 6.9691
H 0.2591 2.1523 7.8848
H 1.8537 1.4553 7.7297
H -1.9612 1.3094 5.5528
H -2.0263 3.0701 5.4892
H -1.4704 2.2835 6.9537
C -5.1844 -1.6490 10.0427
C -4.4804 -0.6921 10.9818
O -3.0941 -0.5474 10.6601
C -2.6397 0.3289 9.7450
C -3.6165 1.0000 8.8082
O -1.4524 0.4966 9.6540
H -5.1762 -1.2835 9.0158
H -6.2211 -1.7891 10.3498
H -4.6828 -2.6166 10.0489
H -4.9707 0.2814 11.0214
H -4.4935 -1.0904 11.9949
H -3.7035 0.4062 7.8985
H -3.2223 1.9782 8.5473
H -4.6059 1.1526 9.2308
C 2.5287 -1.9161 4.2735
C 3.5394 -1.5806 5.3510
O 3.5082 -2.5326 6.4194
C 4.2070 -3.6847 6.3986
C 4.8339 -4.1477 5.1026
O 4.2584 -4.3487 7.3960
H 2.7470 -2.8748 3.8020
H 2.5227 -1.1453 3.5024
H 1.5306 -1.9857 4.7065
H 4.5486 -1.4749 4.9509
H 3.2793 -0.6244 5.8030
H 4.1293 -4.7985 4.5865
H 5.7260 -4.7182 5.3473
H 5.1321 -3.3414 4.4375
C 0.9520 -3.7702 -11.0128
C 1.6329 -4.0104 -9.6825
O 2.0999 -2.7922 -9.0892
C 1.3131 -2.0118 -8.3270
C -0.1736 -2.2573 -8.3073
O 1.8137 -1.0999 -7.7216
H 0.0574 -3.1584 -10.9001
H 0.6648 -4.7179 -11.4684
H 1.6259 -3.2446 -11.6898
H 0.9935 -4.5577 -8.9885
H 2.5285 -4.6127 -9.8280
H -0.6451 -1.6369 -9.0688
H -0.5511 -1.9620 -7.3302
H -0.4548 -3.2914 -8.4588
C -1.8856 -6.4774 -4.3757
C -1.3370 -5.1490 -4.8503
O -1.3628 -5.0384 -6.2811
C -2.4416 -4.6135 -6.9662
C -3.7753 -4.5089 -6.2684
O -2.3186 -4.3867 -8.1405
H -2.9355 -6.5980 -4.6428
H -1.7942 -6.5590 -3.2927
H -1.3356 -7.2977 -4.8370
H -1.8456 -4.3018 -4.3894
H -0.2858 -5.0650 -4.5803
H -4.3132 -5.4468 -6.4011
H -4.3400 -3.7095 -6.7409
H -3.7062 -4.2792 -5.2084
C 3.8238 3.8860 -2.8267
C 5.2461 3.3693 -2.7644
O 5.4773 2.3191 -3.7071
C 5.8388 2.5528 -4.9894
C 5.7445 3.9548 -5.5441
O 6.1585 1.6217 -5.6729
H 3.6021 4.3199 -3.8026
H 3.6558 4.6478 -2.0649
H 3.1200 3.0696 -2.6694
H 5.9804 4.1654 -2.8929
H 5.4335 2.9273 -1.7871
H 4.7659 4.0823 -6.0053
H 6.5102 4.0644 -6.3075
H 5.9007 4.7389 -4.8080
```

Summary:
HOMO-LUMO gap, eV: 9.089
SMILES: C=CN(Cc1ccccc1)C(=O)O.CCOC(C)=O.CCOC(C)=O.CCOC(C)=O.CCOC(C)=O.CCOC(C)=O.CCOC(C)=O.CCOC(C)=O.CCOC(C)=O
LUMO, eV: 0.4
Total charge: 0
Highest occupied orbital energy, eV: -8.66
Multiplicity: 1
Strongest force on any atom, Eh/bohr: 0.0341

These are the Löwdin partial charges, in e, on atoms 1 to 6: 0.0366, -0.1629, -0.0425, -0.1051, -0.2293, -0.0292

Computed, not measured: 12 unconnected molecules or ions with the total composition C42H76BCl4O32 at a distorted geometry, with ωB97M-V/def2-TZVPD.

XYZ file:
```
155
Properties=species:S:1:pos:R:3
O -1.5149 2.1130 2.8742
C -0.8857 1.3201 2.2376
O -0.0232 1.6057 1.2547
B 0.3427 0.3052 0.6703
O -0.1903 -0.7709 1.4968
C -0.9367 -0.2149 2.4445
O -1.5995 -0.7935 3.2483
O 1.8220 0.2281 0.5857
C 2.2353 0.1123 -0.6632
O 3.3618 0.0712 -1.0487
C 0.9698 0.1833 -1.5580
O -0.0675 0.1928 -0.7567
O 0.9917 0.3178 -2.7444
C 1.9314 1.5422 -6.2378
Cl 1.9415 3.2869 -5.9031
Cl 3.4636 0.9918 -6.9653
H 1.7593 0.9936 -5.3132
H 1.0694 1.2872 -6.8484
C 0.5957 -3.8965 2.7799
Cl 1.7625 -5.2031 2.5188
Cl -0.8883 -4.5098 3.5777
H 1.0948 -3.1975 3.4413
H 0.2957 -3.4698 1.8300
C -1.4375 -0.9345 -5.7581
C -1.6814 -1.9688 -4.6698
O -2.6052 -2.9754 -5.1124
C -3.8555 -2.9404 -4.6749
O -4.3045 -2.2425 -3.8084
O -4.5680 -3.7953 -5.4143
C -5.8745 -4.0766 -4.9806
H -2.3350 -0.6939 -6.3268
H -0.6468 -1.2715 -6.4313
H -1.0762 -0.0225 -5.2796
H -1.9953 -1.5291 -3.7306
H -0.7345 -2.4978 -4.5562
H -6.1847 -4.9836 -5.5013
H -6.5617 -3.2507 -5.1608
H -5.9425 -4.3593 -3.9264
C 0.9008 5.6531 1.4037
C 0.2080 4.6612 0.5078
O -0.0266 5.1585 -0.8008
C -1.1754 5.7500 -1.1340
O -1.4439 6.0889 -2.2539
O -2.0085 5.8341 -0.1105
C -3.3815 6.1040 -0.3566
H 1.8083 6.0525 0.9413
H 1.1936 5.2751 2.3830
H 0.2765 6.5329 1.5931
H -0.6683 4.2640 1.0201
H 0.8657 3.7946 0.4431
H -3.4918 7.1699 -0.5641
H -3.9374 5.8373 0.5359
H -3.7467 5.5701 -1.2329
C 0.4914 -6.1511 7.4439
C 0.8022 -4.8502 6.7142
O -0.1209 -3.8568 7.1102
C -0.1076 -2.6886 6.5166
O 0.7177 -2.2652 5.7464
O -1.2323 -2.0393 6.8178
C -1.5564 -0.8666 6.1119
H 1.1689 -6.9473 7.1393
H -0.5374 -6.4836 7.3248
H 0.6888 -5.9700 8.5039
H 0.7317 -5.0558 5.6461
H 1.8214 -4.5358 6.9431
H -1.6331 -0.0064 6.7676
H -2.4648 -0.9893 5.5110
H -0.9015 -0.6960 5.2513
C -2.5834 4.1746 -5.1434
C -1.9442 2.7950 -5.2722
O -2.7348 1.7552 -4.7391
C -2.9705 1.6322 -3.4325
O -3.7086 0.8367 -2.9553
O -2.1634 2.4413 -2.7520
C -2.1700 2.4861 -1.3463
H -2.4274 4.5878 -4.1471
H -3.6561 4.2256 -5.3465
H -2.1537 4.8690 -5.8695
H -1.0087 2.8545 -4.7083
H -1.6348 2.6242 -6.3015
H -3.0838 2.9447 -0.9618
H -1.2916 2.9861 -0.9503
H -2.1391 1.4854 -0.9113
C -1.3654 2.7850 5.7353
C -2.8205 2.7498 6.1751
O -3.1723 3.7315 7.1389
C -2.6091 3.8001 8.3380
O -1.6307 3.2107 8.7015
O -3.3103 4.6777 9.0365
C -2.8415 5.0097 10.3457
H -1.1775 2.0505 4.9528
H -0.6672 2.7440 6.5668
H -1.1425 3.7484 5.2636
H -3.0433 1.7547 6.5761
H -3.5151 2.8367 5.3426
H -3.0823 4.1333 10.9544
H -3.4212 5.8433 10.7263
H -1.7674 5.1797 10.3299
C -3.8792 -2.4872 2.6699
C -3.7902 -1.7340 1.3776
O -2.8699 -2.3500 0.4813
C -3.0012 -2.0208 -0.8014
O -3.8195 -1.3408 -1.3065
O -2.0062 -2.5596 -1.5412
C -0.9737 -3.2910 -0.9042
H -3.0238 -2.2157 3.2954
H -3.9261 -3.5730 2.6029
H -4.7747 -2.2038 3.2271
H -3.6276 -0.6607 1.4552
H -4.7833 -1.8818 0.9330
H -1.3824 -4.0661 -0.2484
H -0.4496 -2.6244 -0.2166
H -0.2751 -3.7188 -1.6144
O 2.2498 -4.6025 -2.9163
C 2.0514 -5.2157 -1.9014
O 2.2521 -4.6920 -0.6881
C 2.6621 -3.3235 -0.5139
C 4.1432 -3.2103 -0.8736
C 1.6268 -6.6559 -1.8295
H 2.5529 -3.1553 0.5554
H 2.0318 -2.6268 -1.0618
H 4.7022 -3.9180 -0.2631
H 4.4493 -2.1809 -0.6813
H 4.2973 -3.4423 -1.9247
H 2.2755 -7.1508 -1.1082
H 1.6071 -7.0877 -2.8262
H 0.6076 -6.8063 -1.4664
O 6.5019 -2.6435 -6.3622
C 6.2211 -1.4996 -6.1277
O 5.1827 -1.1356 -5.3599
C 4.3864 -2.1459 -4.7347
C 3.8683 -1.5544 -3.4466
C 6.9847 -0.3320 -6.6927
H 4.8378 -3.1185 -4.5280
H 3.5758 -2.3935 -5.4264
H 3.3057 -0.6487 -3.6775
H 4.7141 -1.2193 -2.8481
H 3.2194 -2.2661 -2.9407
H 8.0032 -0.3745 -6.3049
H 6.6027 0.6635 -6.4818
H 7.0453 -0.4752 -7.7709
O 4.6762 3.9469 -1.1637
C 3.6585 3.3129 -1.0079
O 3.2705 2.7718 0.1430
C 4.1209 2.9490 1.2914
C 4.1022 1.6360 2.0550
C 2.6430 3.1183 -2.1029
H 3.6763 3.7113 1.9312
H 5.1365 3.1822 0.9859
H 4.7987 1.7631 2.8908
H 4.4780 0.8036 1.4608
H 3.1193 1.3778 2.4440
H 2.9227 2.1754 -2.5792
H 2.6162 3.9524 -2.7928
H 1.6728 2.9872 -1.6237
```

Summary:
HOMO-LUMO gap, eV: 10.074
LUMO, eV: 2.1
Total charge: -1
Highest occupied orbital energy, eV: -8.00
Multiplicity: 1
Strongest force on any atom, Eh/bohr: 0.0489

These are the Löwdin partial charges, in e, on atoms 1 to 6: 0.1434, -0.3426, 0.2243, -0.9024, 0.2371, -0.3381

Computed, not measured: 13 unconnected molecules or ions with the total composition C42H76Br2O36 at a distorted geometry, with ωB97M-V/def2-TZVPD.

XYZ file:
```
156
Properties=species:S:1:pos:R:3
C 0.0983 -1.4031 0.0957
C 0.5131 -0.0456 -0.4289
C -0.5158 1.0561 -0.1212
O 0.1109 1.8528 0.8803
C 1.3785 1.4526 1.0816
O 2.1596 1.9800 1.8022
O 1.6757 0.3967 0.3022
H -0.6756 -1.8196 -0.5503
H -0.3258 -1.3057 1.1003
H 0.9447 -2.0803 0.2045
H 0.7406 -0.1169 -1.4921
H -1.4081 0.5851 0.2946
H -0.8016 1.6409 -0.9919
C 4.5750 0.4261 3.0770
C 5.5940 0.1106 2.0012
C 5.6855 1.1815 0.9117
O 7.0852 1.3877 0.7297
C 7.7722 0.7353 1.6985
O 8.9502 0.7358 1.7975
O 6.9227 0.1137 2.5488
H 4.7510 1.3289 3.6509
H 4.4471 -0.4298 3.7487
H 3.5955 0.4585 2.5794
H 5.3495 -0.8763 1.6042
H 5.2297 2.1380 1.1711
H 5.1643 0.8013 0.0321
C 0.0155 -2.4695 -3.6263
C 0.4691 -3.4390 -4.6827
C 1.9114 -3.3561 -5.1769
O 2.4933 -4.5759 -4.7455
C 1.5572 -5.4070 -4.2485
O 1.7671 -6.4548 -3.7454
O 0.3446 -4.7869 -4.2130
H 0.6328 -2.6182 -2.7386
H -1.0275 -2.6536 -3.3758
H 0.1238 -1.4337 -3.9513
H -0.2071 -3.3697 -5.5436
H 2.4104 -2.5353 -4.6535
H 1.9831 -3.1661 -6.2452
C -6.5733 -3.5366 2.7305
C -5.1365 -3.5780 2.3141
C -4.8376 -4.2033 0.9470
O -3.8471 -3.3283 0.4052
C -3.9286 -2.1285 1.0104
O -3.4152 -1.1260 0.6188
O -4.6388 -2.2209 2.1481
H -6.9893 -4.5438 2.7947
H -7.1717 -2.9438 2.0338
H -6.7301 -3.0734 3.7056
H -4.5037 -3.9980 3.0972
H -5.7216 -4.2621 0.3114
H -4.3689 -5.1816 1.0178
Br 0.9974 -1.8098 4.4068
C -0.2996 -3.2500 4.6198
C -0.9210 -3.5646 3.2724
Br -1.9053 -5.2243 3.4839
H -1.0468 -3.0093 5.3711
H 0.2818 -4.0787 5.0122
H -0.1055 -3.6584 2.5617
H -1.5989 -2.7566 3.0162
C -8.1356 0.2944 4.9603
O -7.3805 0.5512 3.7838
C -6.1024 0.8663 3.9984
O -5.6200 1.1396 5.0607
O -5.4722 0.8502 2.8293
C -4.0565 0.9631 2.8707
H -8.1024 1.1546 5.6250
H -7.7688 -0.6006 5.4647
H -9.1592 0.1007 4.6528
H -3.7284 1.6665 3.6359
H -3.7304 1.3207 1.9014
H -3.6245 -0.0127 3.0782
C -1.8332 -4.9974 -1.3786
O -3.1368 -5.4799 -1.6836
C -3.5474 -5.7429 -2.9183
O -4.4638 -6.4805 -3.1494
O -2.8597 -5.0401 -3.8264
C -3.1474 -5.1858 -5.1998
H -1.6403 -4.0201 -1.8193
H -1.0055 -5.6346 -1.6978
H -1.8053 -4.9246 -0.2956
H -3.6321 -6.1374 -5.4196
H -2.1920 -5.2199 -5.7250
H -3.7490 -4.3523 -5.5534
C -3.0083 0.9907 -3.1169
O -1.6389 0.6455 -3.3632
C -0.9304 1.3179 -4.2633
O 0.2235 1.0542 -4.4608
O -1.6448 2.2544 -4.8748
C -0.9759 2.9848 -5.9017
H -3.6425 0.6588 -3.9384
H -3.1020 2.0690 -3.0072
H -3.3121 0.4792 -2.2083
H -1.3514 4.0043 -5.8331
H -1.1813 2.5478 -6.8748
H 0.1010 3.0390 -5.7507
C 2.9122 -3.2875 -1.0796
O 3.7851 -3.0099 -2.1475
C 4.4957 -1.8888 -2.0756
O 4.3618 -1.0419 -1.2283
O 5.3154 -1.8498 -3.1083
C 6.0137 -0.6409 -3.3665
H 3.0618 -2.6184 -0.2359
H 2.9830 -4.3306 -0.7843
H 1.8604 -3.1307 -1.3382
H 5.5657 -0.1008 -4.2054
H 7.0245 -0.8996 -3.6672
H 5.9853 0.0201 -2.5025
C -0.4113 6.7920 -3.4139
O -0.2251 5.5680 -2.7369
C 0.8237 4.8226 -3.0673
O 1.6310 5.0732 -3.9224
O 0.7870 3.7340 -2.3025
C 1.8441 2.8052 -2.4444
H -0.4865 6.6439 -4.4920
H 0.4351 7.4420 -3.1899
H -1.3370 7.2452 -3.0745
H 2.7723 3.0772 -1.9438
H 2.0798 2.6079 -3.4922
H 1.4919 1.8488 -2.0655
C 1.4262 -6.8737 4.1500
O 1.6975 -6.9121 2.7530
C 2.2752 -5.8886 2.1455
O 2.4078 -5.8469 0.9560
O 2.6599 -4.9300 2.9972
C 3.2669 -3.7947 2.3825
H 0.5009 -6.3182 4.2887
H 2.2529 -6.4389 4.7059
H 1.2946 -7.8962 4.4921
H 4.1255 -4.0825 1.7745
H 3.6141 -3.1474 3.1800
H 2.5460 -3.2900 1.7448
C 1.6700 9.5143 4.1836
O 2.3992 8.4338 3.6063
C 1.7524 7.2632 3.6163
O 0.6306 7.0981 4.0054
O 2.5755 6.3487 3.1232
C 2.0005 5.0850 2.8259
H 1.5165 9.3468 5.2509
H 0.6739 9.5961 3.7434
H 2.2335 10.4213 4.0010
H 2.2365 4.7980 1.8023
H 0.9112 5.1351 2.8270
H 2.3440 4.3237 3.5187
C 0.4676 9.1156 0.3028
O -0.6500 8.2463 0.3275
C -0.3433 6.9560 0.1945
O 0.7670 6.5092 0.1353
O -1.4920 6.2778 0.1585
C -1.3671 4.8452 0.1521
H 0.9973 9.0930 -0.6525
H 1.1923 8.8294 1.0682
H 0.1219 10.1285 0.4780
H -0.6090 4.5153 0.8512
H -1.1679 4.4807 -0.8525
H -2.3709 4.4902 0.3862
```

Summary:
HOMO-LUMO gap, eV: 10.541
LUMO, eV: 0.0
Total charge: 0
Highest occupied orbital energy, eV: -10.49
Multiplicity: 1
Strongest force on any atom, Eh/bohr: 0.0300

These are the Löwdin partial charges, in e, on atoms 1 to 6: -0.0094, -0.2791, -0.0732, 0.0766, -0.5600, 0.1490